Computed, not measured: a 2-piece molecular cluster, C4H6N4O2 overall in a non-equilibrium geometry, with wB97M-V/def2-TZVPD.

Atoms and positions in Å:
C 2.815 -0.111 -1.370
C 0.971 -0.473 -0.495
C -1.646 -1.310 1.487
C -1.893 2.069 -0.457
N 2.960 0.103 -0.096
N 1.782 -0.095 0.504
N -0.432 -1.174 1.073
N -0.247 -0.947 -0.210
O 1.573 -0.537 -1.660
O -0.979 2.762 -0.132
H 3.656 -0.141 -2.148
H -2.558 -1.043 0.829
H -1.753 -1.507 2.542
H -2.597 2.439 -1.273
H -2.147 1.114 -0.113
H 0.493 -1.149 1.518

Values from the calculation:
LUMO (alpha / beta) ... -0.09 / -0.09 eV
HOMO-LUMO gap (alpha / beta) ... 8.00 / 8.00 eV
Highest occupied orbital energy (alpha / beta) ... -8.086 / -8.086 eV
E_tot ... -525.36788 a.u.
ΔE to the lowest compared entry with this formula, charge and spin ... 6.558 eV